A 14-piece molecular cluster, C21H63N2O15 overall in a non-equilibrium geometry, computed with ωB97M-V/def2-TZVPD.

Geometry as XYZ:
```
101
C21H63N2O15 | the Open Molecules 2025 dataset | ωB97M-V/def2-TZVPD
O -5.19084 -2.23630 -0.27054
O -7.97642 2.55632 -4.19295
O -6.30896 0.41081 -0.36997
O 2.30520 3.52302 -0.01707
O -2.31205 -6.30097 -2.46326
O 6.59307 -1.36768 2.57893
O 1.25397 -3.89276 0.86195
O 3.99438 2.28953 2.24882
O 0.57179 -6.27006 -4.78065
O 6.09139 3.80706 5.14178
O -4.19381 -3.70922 -1.64299
O -4.28003 0.51616 -4.97212
O -0.17813 6.35709 2.37267
O -0.45805 4.04722 5.25641
O 8.22554 0.82757 0.49049
N 1.62603 -0.29828 -0.71402
N -0.77189 -0.22658 -0.96971
C 0.65530 -7.47855 -4.02904
C -5.23452 1.30029 -4.24168
C 1.63700 -1.52131 -1.54987
C -1.47680 5.77061 2.39411
C 5.97788 -2.07672 3.65201
C -4.24165 -2.57766 -0.94443
C -1.04238 -0.99783 0.07550
C -3.00197 -1.69716 -0.97317
C 0.48408 0.55789 -0.97227
C 1.54852 4.62075 0.49679
C 5.40330 2.03591 2.34606
C -7.46106 0.41887 -1.20286
C 0.94366 3.80517 5.35388
C 7.02684 4.82728 4.79053
C -1.59788 -0.14612 -2.00343
C -3.13799 -7.05671 -1.57147
C -0.03994 -4.48785 0.90005
C 8.05591 0.45754 -0.87325
C -2.16221 -1.75720 0.11338
C -9.27322 1.96356 -4.13514
C -2.73543 -0.87636 -2.04208
H -0.21718 -4.98828 -0.04968
H 6.99316 0.42233 -1.13110
H 8.54671 1.20533 -1.49067
H 0.85756 4.27859 1.26945
H -0.83196 3.94612 6.13569
H -3.43163 -0.86205 -2.87204
H -4.73289 1.72712 -3.37422
H 8.51013 -0.51812 -1.06605
H -10.03852 2.73042 -3.99913
H -0.30283 -7.68710 -3.54795
H 1.13245 2.78968 5.71321
H 7.15444 5.52868 5.61783
H -2.96888 -8.12571 -1.71163
H 0.98129 5.06125 -0.32030
H -8.32026 0.00041 -0.67308
H 5.09709 -1.51993 3.96300
H 0.36328 1.32119 -0.20027
H -2.23955 6.54263 2.52265
H 1.37498 3.91995 4.36168
H 1.40262 -3.45495 1.70489
H -0.05056 6.79934 3.21599
H -1.64041 5.26311 1.44521
H 1.44009 -7.39754 -3.27289
H 2.80003 3.14883 0.72200
H -0.30696 -0.99544 0.86786
H -4.18920 -6.82438 -1.75271
H -0.09446 -5.21911 1.70894
H 7.78826 0.15810 1.02511
H 2.21637 5.37462 0.91509
H -0.79529 -3.71862 1.05056
H -1.54497 5.04462 3.20726
H -5.61871 2.10391 -4.86594
H 6.63708 5.36090 3.92750
H 2.44109 0.24082 -0.98271
H 5.85607 2.74895 3.03423
H -7.83319 3.01059 -3.35806
H 6.66430 -2.16132 4.49698
H 7.99299 4.38705 4.53337
H 0.61844 1.10150 -1.91226
H 0.89775 -8.29195 -4.70765
H -1.32834 0.52062 -2.80881
H 2.63869 -1.73600 -1.91097
H 7.36984 -1.86791 2.31205
H -2.36211 -2.39966 0.95347
H -7.28079 -0.15498 -2.11692
H 6.44708 3.34361 5.90436
H 5.57256 1.01687 2.69848
H 0.96546 -1.48191 -2.41859
H 1.41081 4.52366 6.03085
H 1.30270 -2.35515 -0.93026
H -3.34750 -3.78940 -2.10870
H 5.67472 -3.07434 3.32578
H 5.84724 2.15225 1.36076
H -6.12452 -0.50638 -0.13917
H -9.45051 1.44724 -5.07490
H -7.67830 1.45068 -1.47008
H 0.35836 -5.56550 -4.16420
H -2.55436 -6.55453 -3.35922
H -6.06065 0.67313 -3.90656
H 3.62251 2.18315 3.12782
H -9.32910 1.24272 -3.31473
H -2.88161 -6.78650 -0.55015
H -4.73958 0.14948 -5.73188
```

Calculated values
Electronic energy, eV: -56479.284
Gap between HOMO and LUMO, eV: 7.67
Total charge: +1

A 2-piece molecular cluster, C4H3O3 overall in a non-equilibrium geometry, computed with ωB97M-V/def2-TZVPD.

Geometry as XYZ:
```
10
C4H3O3 | the Open Molecules 2025 dataset | ωB97M-V/def2-TZVPD
O -1.61513 0.88248 -0.72740
O 2.14707 -0.20257 -0.69920
O 0.61954 -1.24756 -2.15642
C -0.21858 0.09032 1.03781
C -0.25061 -0.47222 2.14108
C -0.29968 0.75031 -0.13551
C 1.18920 -0.61508 -1.30803
H 0.41697 1.63022 -0.26753
H -1.89230 0.03111 -1.01209
H -0.09649 -0.84700 3.12729
```

Calculated values
Electronic energy, eV: -10337.042
Gap between HOMO and LUMO, eV: 6.10
Total charge: -1

A single H3IN2 molecule in a non-equilibrium geometry, computed with ωB97M-V/def2-TZVPD.

Geometry as XYZ:
```
6
H3IN2 | the Open Molecules 2025 dataset | ωB97M-V/def2-TZVPD
I 2.33065 -0.12920 -0.06484
N 0.11573 0.78509 0.01555
N -0.88139 -0.07883 -0.22228
H 0.32926 0.94788 0.96696
H -0.89818 -0.50552 -1.09983
H -0.99607 -1.01943 0.40444
```

Calculated values
Electronic energy, eV: -11127.252
Gap between HOMO and LUMO (spin up / spin down), eV: 8.08 / 8.08
Total charge: 0

C53H47BrLaN6O2S4 as an isolated structure in a non-equilibrium geometry, computed with ωB97M-V/def2-TZVPD.

Geometry as XYZ:
```
114
C53H47BrLaN6O2S4 | the Open Molecules 2025 dataset | ωB97M-V/def2-TZVPD
La -0.12249 0.67269 0.36234
Br -0.53433 -7.23765 -4.00906
S -3.27710 1.03424 -1.11398
S -3.14517 3.07995 1.54800
S 1.49303 2.89513 1.83885
S -0.86397 1.63649 3.19249
O -0.78718 -1.80634 0.16074
O -0.67243 -0.75881 -1.78584
N 3.17151 -2.90934 3.73634
N 1.66538 -1.30989 2.38160
N -0.18007 1.34999 -4.90972
N -0.12153 -1.03403 -4.94132
N -2.83725 -0.14139 1.90340
N -0.41538 2.82588 -1.43422
C 0.48470 3.87929 -3.38963
C -0.59187 -4.39703 -3.86513
C 0.50722 1.93542 4.24021
C -5.79156 3.47889 0.95253
C -1.86720 0.43907 4.09144
C -0.72500 -5.54095 -1.73471
C 3.96094 -2.18366 2.73256
C 3.93482 1.81754 -1.98688
C 2.81436 -0.67597 -1.52240
C -4.24465 -0.23479 3.83333
C -0.78382 -4.31352 -1.08923
C 0.55104 1.67075 5.60231
C 4.46823 0.74445 -2.63083
C -1.13876 3.92820 -1.18214
C -0.65083 -3.17759 -3.20478
C 1.19870 -0.97405 -5.11514
C -0.22776 5.03478 -3.09683
C -0.73972 -1.81293 -1.11220
C 2.69359 2.88986 4.33243
C 1.78685 2.72670 -5.19377
C -4.58000 2.83594 0.59769
C -5.84487 1.84082 -1.26247
C 2.21058 0.45189 -0.84555
C -4.65783 1.98925 -0.53681
C 1.22524 -2.70483 2.20554
C -6.96362 3.30986 0.24324
C -0.62658 -5.56245 -3.11752
C 1.14230 1.39343 -5.09396
C -1.07012 5.05007 -1.99690
C 1.43912 3.80825 -4.50702
C 2.86484 -3.09006 -1.94515
C 1.68683 1.99511 6.33409
C 3.07185 -1.17668 1.95442
C -3.89750 -0.46164 1.14912
C 2.54359 -1.92840 4.62152
C 1.57145 2.56213 3.56404
C 2.75595 2.60670 5.69086
C 1.88308 0.22550 -5.20656
C 1.60419 -0.99058 3.81372
C -5.33393 -0.56591 3.05490
C 3.91634 -0.54165 -2.41276
C -5.15994 -0.66588 1.68801
C 0.35325 2.81712 -2.51839
C -7.00639 2.48643 -0.88208
C 2.33749 -1.99789 -1.31576
C 3.94291 -2.93046 -2.84526
C -0.74437 -3.13304 -1.82066
C 4.45600 -1.68377 -3.06215
C 2.11394 -3.65631 3.05207
C 2.82805 1.65905 -1.11239
C -0.73506 0.14333 -4.83786
C -3.72450 -0.55584 -0.34239
C -3.01797 -0.01253 3.21996
H -0.59691 -2.24924 -3.76430
H -4.33813 -0.11132 4.90425
H 1.28366 -2.95661 1.15047
H -1.80676 0.11703 -4.67307
H 3.53143 3.35973 3.83088
H -0.13184 5.90579 -3.73716
H 3.64608 2.86687 6.25147
H 2.45083 -4.07617 -1.76099
H -1.76206 3.90441 -0.29097
H 1.99527 -2.46536 5.39928
H 1.73268 1.77209 7.39268
H 3.33543 -1.35747 5.11050
H 1.52646 -4.18266 3.80811
H 4.36282 -3.79341 -3.34803
H 5.31189 0.85429 -3.30592
H -7.86079 3.82922 0.56404
H 2.95619 0.25581 -5.32694
H 2.60383 2.80655 -5.90460
H -6.30883 -0.71587 3.50246
H -2.27277 0.90229 4.98999
H -4.64491 -0.91794 -0.79822
H -1.65913 5.92232 -1.74675
H -7.92032 2.36081 -1.44953
H 1.53145 -2.13299 -0.61083
H -5.84071 1.19895 -2.13758
H -5.99312 -0.87426 1.02945
H 5.29723 -1.54598 -3.73646
H 3.36973 -0.14232 2.13387
H 0.57210 -1.10444 4.13974
H -0.85408 -4.25640 -0.01062
H -5.76963 4.12231 1.82333
H 1.95277 4.73854 -4.73807
H 4.40343 -2.91819 2.05614
H 1.72423 -1.92103 -5.16994
H -2.92438 -1.24643 -0.58485
H 4.77784 -1.67265 3.24586
H -0.28430 1.18393 6.09270
H -1.25402 -0.41205 4.39069
H 4.35402 2.80742 -2.14067
H 0.17295 -2.76409 2.48780
H -0.50845 -4.43780 -4.94229
H 1.88501 0.04730 3.94283
H 0.90992 1.90795 -2.69583
H -0.75113 -6.46596 -1.17540
H 3.12908 -1.34588 0.88590
H 2.48174 2.56441 -0.62113
H 2.58754 -4.40988 2.41940
```

Calculated values
Electronic energy, eV: -183008.806
Gap between HOMO and LUMO, eV: 6.03
Total charge: -1

Repeat the third record exactly.
A single H3IN2 molecule in a non-equilibrium geometry, computed with ωB97M-V/def2-TZVPD.

Geometry as XYZ:
```
6
H3IN2 | the Open Molecules 2025 dataset | ωB97M-V/def2-TZVPD
I 2.33065 -0.12920 -0.06484
N 0.11573 0.78509 0.01555
N -0.88139 -0.07883 -0.22228
H 0.32926 0.94788 0.96696
H -0.89818 -0.50552 -1.09983
H -0.99607 -1.01943 0.40444
```

Calculated values
Electronic energy, eV: -11127.252
Gap between HOMO and LUMO (spin up / spin down), eV: 8.08 / 8.08
Total charge: 0